Density functional theory data (wB97M-V/def2-TZVPD) for 2 unconnected molecules or ions with the total composition C7H12N2O.

Geometry as XYZ:
```
22
Properties=species:S:1:pos:R:3:forces:R:3
C -0.407735 0.704089 -3.725035 -0.6 1.1 -1.0
C 0.094436 1.380932 -2.522848 0.0 2.2 -1.0
N 0.027708 2.700848 -2.444043 0.0 0.3 0.5
C 0.753977 3.089392 -1.331587 0.9 -2.6 -0.7
C 1.316698 1.950665 -0.786743 -1.0 -0.4 -0.5
N 0.830082 0.871281 -1.533423 1.7 -1.0 1.5
H -0.287681 -0.313390 -3.554678 -0.5 -2.2 0.0
H -1.455388 1.039861 -3.894465 0.7 -0.6 0.1
H 0.153354 0.909757 -4.669940 -0.2 0.3 1.0
H 1.128820 4.064915 -1.178677 -0.4 1.0 0.3
H 1.956922 1.709376 0.024221 0.4 0.3 0.6
H 1.160649 -0.111419 -1.330664 -0.9 1.6 -0.6
C -0.619550 -0.098122 1.984725 -0.3 -0.1 3.2
C -0.021269 -1.403637 1.729382 -0.7 -1.2 1.2
C -0.503877 -2.463805 2.819470 1.8 -2.3 -5.2
O 0.788059 -1.660560 0.875700 -0.1 -0.2 -0.1
H -1.605698 -0.278103 2.383730 -0.7 0.0 -0.3
H -0.633688 0.664714 1.292227 0.3 1.4 -1.8
H -0.168492 0.267337 2.951071 0.1 -0.1 -0.9
H -1.367209 -3.090226 2.566036 -0.5 1.0 -0.3
H 0.242412 -3.259161 2.630116 0.2 0.4 1.0
H -0.561742 -2.136449 3.770780 0.0 1.2 3.1
```
Positions in Å, forces in eV/Å.

## Properties
LUMO energy: 0.7282 eV
electronic energy: -458.640661 Ha
frontier orbital gap: 9.085 eV
highest occupied orbital energy: -8.4 eV
spin multiplicity: 1
relative energy (zero: lowest compared OMol25 entry of this formula, charge and spin): 30.25 kcal per mole